Record 1
Below is an isolated ion of composition C19H35BBrIN3O9 and charge +1, with properties calculated with ωB97M-V/def2-TZVPD.

Properties
- Structure (SMILES): CCOCCO[C@]1(C[C@H](C)I)NC(N(Br)CB(O)O)=[NH+][C@](CCCCOC(C)=O)(CC(=O)O)O1
- 2S+1: 1
- Total charge: +1
- HOMO level: -11.794 eV

Geometry (Å):
C 5.475 0.018 2.813
C 6.286 0.921 1.894
O 5.922 0.832 0.531
C 4.622 1.318 0.229
C 3.691 0.137 0.006
O 2.720 0.458 -0.992
C 1.594 -0.352 -1.009
C 1.945 -1.848 -1.123
C 1.868 -2.645 0.190
C 2.994 -3.674 0.275
I -0.018 -3.674 0.248
N 0.900 0.074 -2.267
C -0.450 0.020 -2.250
N -1.169 -0.403 -3.274
Br -0.318 -0.924 -4.833
C -2.647 -0.496 -3.280
B -3.171 -1.857 -2.615
O -3.285 -1.967 -1.238
O -3.438 -2.900 -3.440
N -1.138 0.478 -1.146
C -0.253 0.828 -0.003
C -1.080 0.685 1.267
C -2.196 1.722 1.430
C -3.350 1.221 2.305
C -4.599 0.732 1.558
O -4.316 0.657 0.152
C -5.300 0.428 -0.738
C -6.677 0.081 -0.257
O -5.021 0.499 -1.932
C 0.311 2.255 -0.144
C 0.843 2.858 1.131
O 0.514 3.960 1.524
O 1.719 2.069 1.804
O 0.733 -0.191 0.076
H 6.034 -0.231 3.713
H 5.191 -0.908 2.315
H 4.555 0.506 3.144
H 6.237 1.955 2.248
H 7.336 0.634 1.938
H 4.704 1.916 -0.677
H 4.284 1.934 1.062
H 4.323 -0.684 -0.341
H 3.216 -0.153 0.944
H 2.940 -1.939 -1.560
H 1.260 -2.313 -1.830
H 1.940 -1.986 1.046
H 3.911 -3.156 0.570
H 3.192 -4.120 -0.699
H 2.788 -4.449 1.004
H 1.314 -0.443 -3.034
H -3.087 0.383 -2.814
H -2.942 -0.492 -4.327
H -4.188 -2.011 -0.915
H -3.785 -3.643 -2.933
H -1.614 1.329 -1.448
H -1.537 -0.305 1.198
H -0.414 0.674 2.126
H -1.774 2.587 1.941
H -2.544 2.089 0.467
H -2.978 0.417 2.939
H -3.646 2.023 2.978
H -4.865 -0.264 1.910
H -5.431 1.408 1.745
H -6.679 -0.564 0.618
H -7.209 0.994 0.010
H -7.193 -0.410 -1.073
H -0.505 2.914 -0.442
H 1.080 2.330 -0.912
H 2.378 2.659 2.194


Record 2
Below is C19H35BLuN2OP2 as an isolated structure, with properties calculated with ωB97M-V/def2-TZVPD.

Properties
- Expectation value of S²: 0.7677
- 2S+1: 2
- Total charge: +2
- HOMO level (spin up / spin down): -14.381 / -14.361 eV

Geometry (Å):
Lu 0.948 0.195 -0.665
H 2.823 2.876 -2.316
H 2.761 0.568 -2.041
P 2.457 0.579 1.281
P -0.571 0.276 -2.636
C -2.036 1.277 -2.246
H -2.683 1.288 -3.131
H -2.622 0.870 -1.409
H -1.779 2.316 -1.989
C 0.077 1.050 -4.125
H 0.915 0.482 -4.565
H -0.734 1.083 -4.867
H 0.424 2.081 -3.952
C -1.256 -1.298 -3.187
H -1.801 -1.834 -2.394
H -1.966 -1.093 -4.001
H -0.480 -1.981 -3.572
C 3.332 2.164 1.279
H 3.863 2.263 2.237
H 4.073 2.229 0.465
H 2.648 3.022 1.173
C 1.513 0.626 2.823
H 0.990 -0.331 3.029
H 2.188 0.813 3.656
H 0.734 1.412 2.824
C 3.736 -0.651 1.602
H 4.479 -0.707 0.786
H 4.266 -0.363 2.522
H 3.326 -1.665 1.748
C 1.106 -1.860 -0.581
O 1.189 -2.964 -0.539
H 4.424 0.399 -2.202
H 3.438 0.263 -3.548
H 3.609 2.543 -4.092
H 4.777 2.702 -2.510
B 3.718 2.246 -2.912
N 3.582 0.756 -2.662
H 0.967 1.929 -0.817
C -4.812 -1.693 -0.110
C -3.627 -2.369 -0.389
C -2.403 -1.769 -0.147
C -2.313 -0.443 0.364
C -3.542 0.200 0.679
C -4.760 -0.408 0.433
N -1.092 0.093 0.752
C -1.078 -0.349 2.064
C -1.609 0.442 3.122
C -1.725 -0.066 4.401
C -1.349 -1.382 4.683
C -0.858 -2.195 3.664
C -0.730 -1.702 2.378
H -5.775 -2.172 -0.303
H -3.662 -3.385 -0.792
H -1.479 -2.333 -0.333
H -3.512 1.197 1.123
H -5.692 0.116 0.668
H -1.921 1.469 2.906
H -2.123 0.561 5.205
H -1.447 -1.778 5.697
H -0.575 -3.230 3.880
H -0.351 -2.363 1.589


Record 3
Below is one molecule with the formula C19H35N, with properties calculated with ωB97M-V/def2-TZVPD.

Properties
- Structure (SMILES): C1CCC(C(C[C@H]2CCCCN2)C2CCCCC2)CC1
- 2S+1: 1
- HOMO level: -8.561 eV

Geometry (Å):
C 2.703 -3.781 -1.753
C 1.651 -3.928 -0.664
C 0.703 -2.732 -0.662
C 1.437 -1.404 -0.443
C 0.452 -0.206 -0.454
C 1.227 1.126 -0.390
C 0.423 2.436 -0.477
C -0.630 2.423 -1.588
C -1.313 3.784 -1.678
C -1.919 4.131 -0.322
C -0.832 4.090 0.749
N -0.238 2.767 0.779
C -0.624 -0.225 0.662
C -0.142 -0.748 2.016
C -1.205 -0.480 3.079
C -2.524 -1.144 2.697
C -2.995 -0.646 1.335
C -1.933 -0.921 0.272
C 2.519 -1.282 -1.528
C 3.464 -2.481 -1.535
H 3.390 -4.629 -1.737
H 2.216 -3.760 -2.731
H 1.078 -4.846 -0.814
H 2.146 -4.000 0.308
H 0.173 -2.690 -1.617
H -0.033 -2.889 0.123
H 1.942 -1.436 0.527
H -0.069 -0.238 -1.417
H 1.924 1.161 -1.226
H 1.815 1.147 0.532
H 1.157 3.232 -0.730
H -1.380 1.668 -1.362
H -0.153 2.172 -2.537
H -2.089 3.766 -2.446
H -0.582 4.547 -1.957
H -2.688 3.399 -0.071
H -2.376 5.121 -0.345
H -1.263 4.293 1.733
H -0.085 4.876 0.531
H 0.431 2.705 1.542
H -0.891 0.823 0.825
H 0.785 -0.246 2.298
H 0.053 -1.821 1.979
H -0.867 -0.855 4.048
H -1.359 0.598 3.171
H -3.282 -0.932 3.455
H -2.386 -2.228 2.659
H -3.932 -1.138 1.062
H -3.183 0.428 1.390
H -2.277 -0.546 -0.694
H -1.806 -2.000 0.178
H 2.037 -1.194 -2.505
H 3.126 -0.391 -1.368
H 4.213 -2.347 -2.320
H 3.990 -2.529 -0.579


Record 4
Below is C19H36AlBrCaCl4F2MgNNbO10 as an isolated structure, with properties calculated with ωB97M-V/def2-TZVPD.

Properties
- 2S+1: 1
- Total charge: +2
- HOMO level: -10.610 eV

Geometry (Å):
C -0.567 -2.353 7.571
C 0.326 -1.268 7.026
O -0.242 0.027 7.535
C 0.406 -1.215 5.493
N -0.689 -1.881 4.814
C -0.483 -2.016 3.392
C -0.086 -0.757 2.645
O -0.403 -0.979 1.262
Nb -1.208 0.493 0.265
C 0.519 1.804 -0.148
O 0.955 1.606 -1.533
C 2.021 0.691 -1.642
O 2.089 0.371 -2.971
C 3.414 0.083 -3.442
C 3.766 -1.366 -3.268
O 4.227 -1.647 -1.941
H -1.496 -1.941 7.941
H -0.073 -2.751 8.497
H -0.725 -3.175 6.891
H 1.316 -1.304 7.456
H -0.897 0.308 6.881
H 0.468 -0.147 5.249
H 1.335 -1.694 5.205
H -1.599 -1.504 5.030
H 0.230 -2.806 3.164
H -1.444 -2.285 2.908
H -0.562 0.118 3.082
H 0.989 -0.605 2.707
H -0.669 -0.173 -1.484
H -2.728 -0.468 -0.095
H -1.894 1.290 1.709
H -2.000 1.829 -0.777
H 0.254 2.850 -0.049
H 1.342 1.586 0.532
H 2.932 1.129 -1.236
H 1.764 -0.193 -1.038
H 3.403 0.301 -4.500
H 4.149 0.736 -2.982
H 2.885 -1.970 -3.473
H 4.551 -1.658 -3.950
H 3.464 -1.833 -1.394
Cl -4.279 -2.097 2.120
C -5.304 -1.916 0.699
C -4.998 -2.526 -0.503
Cl -3.584 -3.529 -0.703
C -5.828 -2.349 -1.594
C -6.963 -1.565 -1.475
C -7.268 -0.959 -0.265
C -6.435 -1.134 0.827
H -5.589 -2.825 -2.535
H -7.610 -1.429 -2.329
H -8.154 -0.349 -0.169
H -6.667 -0.664 1.772
Mg -0.650 1.209 -2.720
C -1.950 5.351 1.597
Cl -1.803 3.697 2.252
Cl -1.696 5.376 -0.138
H -2.943 5.724 1.813
H -1.188 5.968 2.058
O 0.947 0.657 -6.025
H 1.517 0.776 -5.250
C 3.631 0.726 -7.706
C 4.891 1.313 -8.343
O 5.713 1.487 -7.183
C 5.342 0.498 -6.238
O 5.983 0.180 -5.308
O 4.156 -0.004 -6.582
F 4.652 2.503 -8.901
H 2.957 1.504 -7.347
H 3.088 0.067 -8.376
H 5.399 0.671 -9.064
Ca -1.525 1.859 7.914
Br -0.257 -3.702 10.318
O 1.118 5.536 0.822
H 0.915 4.734 0.322
Al -2.201 -3.703 1.703
F 7.544 1.684 -6.793


Record 5
Below is C19H36AsF6O15 as an isolated structure, with properties calculated with ωB97M-V/def2-TZVPD.

Properties
- 2S+1: 1
- Total charge: -1
- HOMO level: -8.753 eV

Geometry (Å):
As -1.062 0.670 0.172
F -1.184 2.115 -0.919
F 0.740 0.254 -0.198
F -1.002 -0.742 1.307
F -2.811 0.878 0.495
F -1.526 -0.411 -1.153
F -0.355 1.642 1.518
C 3.822 -0.597 3.934
O 4.193 -1.181 5.188
H 4.163 0.439 3.936
H 4.192 -1.169 3.084
H 2.733 -0.603 3.886
H 3.845 -2.072 5.106
C 3.951 3.929 0.325
O 4.513 2.697 -0.139
H 3.644 4.000 1.369
H 4.597 4.765 0.057
H 3.026 4.220 -0.172
H 3.759 2.135 -0.331
C -5.654 2.447 4.369
O -4.623 3.335 4.441
H -5.129 1.500 4.242
H -6.142 2.442 5.344
H -6.404 2.705 3.621
H -3.940 2.930 3.902
C -3.367 -3.212 -5.459
C -3.029 -4.423 -4.534
C -4.051 -4.711 -3.454
O -4.290 -6.073 -3.519
C -3.894 -6.526 -4.649
O -4.239 -7.679 -5.057
O -3.096 -5.625 -5.270
H -4.435 -2.994 -5.463
H -3.039 -3.303 -6.495
H -2.938 -2.273 -5.110
H -2.018 -4.218 -4.183
H -4.996 -4.169 -3.502
H -3.565 -4.570 -2.489
C 3.752 -3.963 -2.634
C 3.430 -5.077 -1.573
C 2.451 -4.621 -0.498
O 1.731 -5.832 -0.244
C 1.739 -6.576 -1.332
O 0.987 -7.533 -1.709
O 2.741 -6.240 -2.162
H 4.425 -3.189 -2.266
H 2.942 -3.563 -3.244
H 4.436 -4.317 -3.405
H 4.363 -5.445 -1.147
H 1.832 -3.796 -0.850
H 2.811 -4.275 0.471
C -0.583 4.812 7.443
C -1.013 4.214 8.705
C -1.352 2.699 8.664
O -0.789 2.164 9.857
C 0.110 2.963 10.328
O 0.760 2.712 11.374
O 0.132 4.050 9.612
H -1.499 5.006 6.884
H -0.053 4.173 6.737
H 0.003 5.689 7.720
H -1.789 4.891 9.063
H -0.985 2.114 7.819
H -2.440 2.699 8.722
C 1.946 3.380 -5.504
C 1.047 2.583 -6.371
C -0.325 3.152 -6.559
O -0.535 2.948 -7.947
C 0.661 2.825 -8.556
O 0.884 2.770 -9.821
O 1.604 2.708 -7.668
H 1.481 3.570 -4.537
H 2.204 4.413 -5.740
H 2.916 2.903 -5.359
H 1.141 1.550 -6.034
H -0.430 4.230 -6.434
H -1.124 2.657 -6.006


Record 6
Below is C19H36BBiFN16OSbSe4Si as an isolated structure, with properties calculated with ωB97M-V/def2-TZVPD.

Properties
- 2S+1: 1
- Total charge: -2
- HOMO level: -2.083 eV

Geometry (Å):
Bi 0.629 0.141 -0.143
C -1.533 0.434 2.975
Si -0.667 -1.240 2.843
C -2.079 -2.484 2.491
C -0.013 -1.463 4.620
N 0.592 -1.385 1.667
C 1.276 -2.582 1.573
C 1.043 -3.696 2.405
C 1.784 -4.862 2.321
C 2.801 -4.999 1.389
C 3.043 -3.943 0.523
C 2.287 -2.800 0.638
F 2.564 -1.808 -0.242
H -2.456 0.297 3.543
H -1.795 0.910 2.033
H -0.917 1.144 3.529
H -3.058 -2.075 2.753
H -1.962 -3.420 3.042
H -2.091 -2.738 1.427
H -0.686 -0.973 5.328
H 0.969 -0.993 4.710
H 0.094 -2.503 4.930
H 0.259 -3.642 3.146
H 1.552 -5.678 2.997
H 3.390 -5.904 1.330
H 3.814 -3.974 -0.235
N 2.199 1.825 2.797
C 3.127 1.190 2.016
N 4.370 0.929 2.453
N 4.982 0.352 1.439
N 4.156 0.251 0.453
N 2.953 0.779 0.764
C 1.082 2.489 2.312
N 0.542 3.524 2.936
N -0.533 3.835 2.188
N -0.629 3.044 1.179
N 0.392 2.160 1.218
H 2.568 2.194 3.658
C -1.253 0.612 -3.272
N -2.583 0.761 -2.699
C -3.513 1.538 -3.493
C -2.792 0.499 -1.391
N -1.837 0.195 -0.576
N -4.138 0.576 -0.980
C -4.338 0.831 0.436
C -4.973 -0.501 -1.500
H -1.313 0.695 -4.355
H -0.861 -0.373 -3.033
H -0.583 1.386 -2.891
H -3.017 2.444 -3.855
H -4.367 1.832 -2.891
H -3.853 0.960 -4.357
H -2.171 -0.110 0.331
H -4.171 -0.050 1.072
H -5.368 1.163 0.579
H -3.671 1.633 0.752
H -4.909 -0.532 -2.586
H -6.008 -0.309 -1.212
H -4.677 -1.483 -1.110
Se 6.244 1.845 -1.984
Sb 4.732 -0.002 -1.672
Se 5.730 -2.184 -1.777
Se 2.758 1.181 -4.328
Se 2.244 0.372 -2.210
B -1.421 -3.629 -2.752
C -0.541 -2.687 -1.881
N 0.035 -1.882 -1.284
H -2.570 -3.385 -2.415
H -1.135 -4.785 -2.553
H -1.229 -3.303 -3.906
C 2.978 4.097 -0.609
N 2.255 4.460 -1.812
C 1.202 3.748 -2.271
N 0.695 4.174 -3.492
O 0.660 2.861 -1.623
H 3.055 4.953 0.067
H 3.979 3.744 -0.852
H 2.422 3.312 -0.104
H 2.746 5.041 -2.467
H 1.397 4.496 -4.140
H 0.111 3.468 -3.910


| no. | E_tot (eV) |
| --- | --- |
| 1 | -121984.0402 |
| 2 | -78151.7131 |
| 3 | -21762.3078 |
| 4 | -199810.9421 |
| 5 | -128145.2264 |
| 6 | -331214.1379 |